Computed, not measured: 2 unconnected molecules or ions with the total composition C3H6OSi, with the ωB97M-V functional and the def2-TZVPD basis.

Last column: Mulliken charge in e.
Cartesian coordinates (Å):
C: 2.8944 0.0802 0.4178  0.126
C: 0.2447 1.3182 -0.3544  -0.896
C: -0.5504 0.6219 0.4439  -0.124
O: 2.8960 -0.8155 -0.2691  -0.124
Si: -1.3031 -1.0578 0.0268  0.451
H: 0.6337 2.2949 -0.0934  0.281
H: 0.5153 0.9628 -1.3355  0.311
H: -0.8020 1.0598 1.4004  0.340
H: -0.2697 -2.0224 -0.3624  -0.127
H: -2.2429 -0.8985 -1.0867  -0.108
H: -2.0161 -1.5437 1.2126  -0.130

Results
LUMO energy	0.943	eV
HOMO level	-10.209	eV
orbital gap	11.15	eV
total energy	-482.57938	a.u.
energy relative to the best compared isomer or geometry (same formula, charge and spin)	19.5	kcal/mol

=====

Computed, not measured: a molecular structure, C4H7NO, with the ωB97M-V functional and the def2-TZVPD basis.

Last column: Mulliken charge in e.
Cartesian coordinates (Å):
O: -1.7728 -0.1664 0.8764  -0.543
C: -0.5274 -0.0254 0.2987  0.363
C: 0.8690 -0.1452 0.8920  -0.331
N: 1.1532 -0.1192 -0.5933  -0.457
C: -0.0425 -0.9656 -0.8077  -0.391
C: -0.0335 1.1223 -0.5735  -0.737
H: -1.9342 0.5901 1.4494  0.336
H: 1.2556 0.7149 1.4587  0.253
H: 1.1454 -1.0915 1.3599  0.284
H: -0.4450 -0.8085 -1.8131  0.242
H: 0.1370 -2.0161 -0.5927  0.277
H: 0.9403 1.5529 -0.5151  0.431
H: -0.6531 1.2927 -1.4659  0.274

Results
LUMO energy	0.757	eV
HOMO level	-9.331	eV
orbital gap	10.09	eV
total energy	-286.43433	a.u.
energy relative to the best compared isomer or geometry (same formula, charge and spin)	123.8	kcal/mol

=====

Computed, not measured: 2 unconnected molecules or ions with the total composition C7H6O3, with the ωB97M-V functional and the def2-TZVPD basis.

Last column: Mulliken charge in e.
Cartesian coordinates (Å):
O: 1.3309 0.5005 -1.2899  -0.537
C: 0.2269 0.3213 -0.8399  0.499
C: -0.6618 -0.8005 -1.1201  -0.469
C: -1.8725 -0.9828 -0.5201  -0.211
C: -2.2856 -0.1000 0.5617  -0.354
C: -1.4895 0.9258 0.8615  -0.326
C: -0.3344 1.3486 0.1529  0.537
O: 0.2104 2.4587 0.2708  -0.535
H: -0.2664 -1.5692 -1.7960  0.350
H: -2.4200 -1.8410 -0.9861  0.312
H: -3.2677 -0.0969 1.0552  0.345
H: -1.7962 1.5354 1.6865  0.388
C: 3.2056 -0.4125 0.5215  -0.104
O: 2.2929 -0.9467 1.0549  -0.387
H: 3.4908 0.5776 0.7498  0.277
H: 3.6364 -0.9182 -0.3629  0.214

Results
LUMO energy	-1.871	eV
HOMO level	-9.762	eV
SMILES string	O=C1C=CC=CC1=O.C=O
orbital gap	7.89	eV
total energy	-495.95901	a.u.
energy relative to the best compared isomer or geometry (same formula, charge and spin)	64.6	kcal/mol

=====

Computed, not measured: a single C9H15N3O2Si molecule, with the ωB97M-V functional and the def2-TZVPD basis.

Last column: Mulliken charge in e.
Cartesian coordinates (Å):
C: -1.4282 3.2157 -0.8182  -0.019
C: -1.5694 1.1007 -1.2359  0.934
C: 0.7468 -1.7581 -1.1185  0.498
C: -0.0335 -1.3259 -2.3645  -0.450
C: -1.5443 -1.2262 -2.1932  -0.724
C: -1.8952 -0.2453 -1.1116  -0.821
C: 2.4061 -1.3109 2.2989  -1.055
C: -0.5453 -0.1888 2.6664  -0.915
C: 1.4902 1.1953 0.9369  -0.884
N: -1.0134 2.9435 -2.0971  -0.719
N: -1.0488 1.6526 -2.2875  -0.007
N: 0.2716 -1.3367 -0.0152  -0.058
O: 1.8092 -2.3706 -1.2919  -0.684
O: -1.9031 2.0808 -0.2707  -0.289
Si: 0.8879 -0.5239 1.4417  0.241
H: -1.3955 4.1297 -0.3632  0.474
H: 0.2410 -0.3088 -2.4918  0.334
H: 0.1818 -2.0398 -3.2368  0.300
H: -1.9299 -0.8611 -3.1256  0.369
H: -2.2074 -2.0124 -1.9146  0.361
H: -2.4617 -0.5408 -0.3245  0.485
H: 2.7489 -0.8277 3.2244  0.359
H: 2.1902 -2.3610 2.6987  0.287
H: 3.2517 -1.2590 1.6437  0.323
H: -0.7771 -1.0523 3.2625  0.368
H: -0.1459 0.5721 3.3321  0.308
H: -1.4004 -0.0109 1.9793  0.147
H: 0.6263 1.9305 0.8787  0.170
H: 2.1669 1.6440 1.7779  0.349
H: 2.2806 1.0954 0.1197  0.319

Results
LUMO energy (alpha / beta)	-1.547 / -2.197	eV
HOMO level (alpha / beta)	-9.445 / -8.386	eV
orbital gap (alpha / beta)	7.90 / 6.19	eV
total energy	-956.05925	a.u.
energy relative to the best compared isomer or geometry (same formula, charge and spin)	138.3	kcal/mol

=====

Computed, not measured: a single C5H5NO molecule, with the ωB97M-V functional and the def2-TZVPD basis.

Last column: Mulliken charge in e.
Cartesian coordinates (Å):
N: 0.7972 -2.0887 -1.8975  -0.408
C: 0.6167 -1.0335 -1.4599  0.049
C: 0.3520 0.2727 -0.9124  0.076
C: 1.0903 0.7784 0.3056  -0.616
C: -0.3809 0.4259 0.3955  0.113
C: -1.1656 -0.5571 1.1620  -0.153
O: -1.1686 -0.8339 2.3295  -0.465
H: 0.0992 1.0306 -1.6512  0.396
H: 1.8182 0.0714 0.7244  0.278
H: 1.4588 1.8006 0.2990  0.257
H: -1.4546 0.8322 0.2366  0.250
H: -2.0627 -0.6986 0.4683  0.222

Results
LUMO energy	0.472	eV
HOMO level	-10.301	eV
SMILES string	N#C[C@@H]1C[C@@H]1C=O
orbital gap	10.77	eV
total energy	-323.41097	a.u.
energy relative to the best compared isomer or geometry (same formula, charge and spin)	68.2	kcal/mol

=====

Computed, not measured: a gas-phase ion, C7H7N2S (charge +1), with the ωB97M-V functional and the def2-TZVPD basis.

Last column: Mulliken charge in e.
Cartesian coordinates (Å):
C: 2.5566 0.2766 -0.1505  -0.635
C: 2.1798 -1.0125 0.2355  -0.530
C: 1.5314 1.2807 -0.1732  -0.458
C: 0.8029 -1.3183 0.2451  -0.573
C: 0.2011 0.9776 -0.1458  -0.394
C: -0.1293 -0.3709 -0.0935  1.072
C: -2.5921 -0.1047 -0.1034  0.550
N: -3.0709 1.1128 0.3482  -0.367
N: -1.4996 -0.7543 -0.2654  -0.035
S: -4.2611 -0.2228 -0.0217  0.085
H: 3.5262 0.4429 -0.4752  0.468
H: 2.9930 -1.6380 0.2866  0.434
H: 1.8211 2.3459 -0.3927  0.303
H: 0.5785 -2.4232 0.3655  0.224
H: -0.5773 1.8444 -0.2614  0.287
H: -2.5803 1.2275 1.2236  0.311
H: -1.4799 -1.6634 -0.6217  0.257

Results
LUMO energy	-5.101	eV
HOMO level	-13.249	eV
charge	+1
orbital gap	8.15	eV
total energy	-778.28274	a.u.
energy relative to the best compared isomer or geometry (same formula, charge and spin)	58.5	kcal/mol